[1]
A structure of composition C3H5NO2. Source: OMol25; level of theory: ωB97M-V/def2-TZVPD.

```
11
Properties=species:S:1:pos:R:3:forces:R:3
O 1.920 -1.085 -0.499 0.31 -0.03 -0.14
N 1.312 -0.220 0.447 -0.28 0.01 0.24
C -0.017 0.008 0.053 -0.19 -0.06 -0.08
C -1.094 0.940 0.551 0.06 0.21 0.31
O -1.959 0.410 -0.495 -0.05 0.04 -0.07
C -0.879 -0.386 -0.884 0.24 -0.22 -0.13
H 2.760 -0.643 -0.677 -0.16 -0.10 -0.09
H -0.922 2.008 0.393 0.03 -0.16 0.03
H -1.513 0.755 1.544 0.02 0.00 -0.14
H 1.319 -0.752 1.316 0.00 0.18 -0.06
H -0.928 -1.036 -1.748 0.02 0.12 0.13
```
Forces are in eV/Å.

Largest force on an atom   0.38 eV Å⁻¹
E_HOMO   -0.3010 hartree
E   -322.4087 Ha
Energy above the lowest of the compared OMol25 structures with the same formula, charge and spin   103.9 kcal per mole
E_LUMO   0.94 eV

[2]
An isolated molecule of C3H5NO2 at a distorted geometry. Source: OMol25; level of theory: ωB97M-V/def2-TZVPD.

```
11
Properties=species:S:1:pos:R:3:forces:R:3
O -2.267 0.815 0.484 1.46 1.19 -0.19
C -1.091 0.995 0.179 -2.44 -1.56 0.77
O -0.366 2.052 0.394 1.39 1.90 -0.40
C -0.392 -0.080 -0.437 3.95 -4.12 0.63
C 0.877 -1.104 0.505 -2.99 3.61 -0.47
N 1.095 -0.163 -0.585 -0.91 -0.39 0.25
H 0.454 1.959 -0.170 -0.83 0.10 1.05
H -0.954 -0.892 -0.852 -0.37 0.08 -0.41
H 0.862 -0.847 1.567 0.68 0.62 -0.58
H 0.458 -2.042 0.341 -0.02 -1.83 -0.75
H 1.323 -0.693 -1.425 0.08 0.41 0.12
```
Forces are in eV/Å.

Largest force on an atom   5.74 eV Å⁻¹
E_HOMO   -0.3511 hartree
E   -322.4599 Ha
Energy above the lowest of the compared OMol25 structures with the same formula, charge and spin   71.8 kcal per mole
SMILES   O=C(O)[C@@H]1CN1
E_LUMO   0.22 eV

[3]
An isolated molecule of C3H5NO2 at a distorted geometry. Source: OMol25; level of theory: ωB97M-V/def2-TZVPD.

```
11
Properties=species:S:1:pos:R:3:forces:R:3
N -2.040 -0.375 0.010 -0.06 0.07 0.07
C -0.920 0.335 -0.346 -0.03 0.21 -0.35
O -0.986 1.347 -1.026 -0.16 -0.22 0.14
C 0.359 -0.219 0.125 0.15 0.08 -0.64
C 1.502 0.398 -0.219 -0.85 0.48 -0.27
O 2.692 0.089 0.281 -0.36 -1.66 0.94
H -2.009 -1.036 0.769 0.05 0.08 -0.13
H -2.925 0.078 -0.164 0.12 -0.04 0.00
H 0.367 -1.195 0.598 0.08 0.12 0.43
H 1.553 1.212 -0.921 -0.31 0.32 0.01
H 2.406 -0.635 0.892 1.38 0.55 -0.22
```
Forces are in eV/Å.

Largest force on an atom   1.94 eV Å⁻¹
E_HOMO   -0.3449 hartree
E   -322.5432 Ha
Energy above the lowest of the compared OMol25 structures with the same formula, charge and spin   19.5 kcal per mole
SMILES   NC(=O)/C=C/O
E_LUMO   0.69 eV

[4]
A structure of composition C3H5NO2 at a distorted geometry. Source: OMol25; level of theory: ωB97M-V/def2-TZVPD.

```
11
Properties=species:S:1:pos:R:3:forces:R:3
N 1.511 0.283 0.473 -0.63 -1.17 -0.96
C 0.147 -0.386 -0.431 1.19 0.35 0.81
C -1.215 -0.775 0.236 0.55 -0.21 0.38
O -1.437 0.622 0.552 -0.13 0.34 -0.14
C -0.402 1.002 -0.263 0.16 0.99 -0.15
O -0.003 2.086 -0.536 -1.01 0.10 -0.37
H 2.287 -0.072 1.067 -1.40 -1.42 -0.42
H 2.021 0.613 -0.340 -0.28 0.39 -0.08
H 0.360 -0.850 -1.413 0.43 0.45 0.75
H -2.042 -1.083 -0.438 0.97 -0.09 -0.09
H -1.226 -1.441 1.094 0.15 0.27 0.26
```
Forces are in eV/Å.

Largest force on an atom   2.04 eV Å⁻¹
E_HOMO   -0.3639 hartree
E   -322.4407 Ha
Energy above the lowest of the compared OMol25 structures with the same formula, charge and spin   83.9 kcal per mole
E_LUMO   0.80 eV

[5]
An isolated molecule of C3H5NO2. Source: OMol25; level of theory: ωB97M-V/def2-TZVPD.

```
11
Properties=species:S:1:pos:R:3:forces:R:3
N -2.204 -0.433 -0.229 0.07 -0.09 -0.25
C -0.892 -0.378 -0.352 -0.59 -0.01 0.20
O -0.424 0.717 0.295 -0.14 -0.54 -0.01
C 0.903 0.357 0.669 0.38 0.01 0.21
C 1.742 0.108 -0.572 0.38 -0.15 0.04
O 2.684 -0.642 -0.594 -0.36 0.40 0.03
H -2.634 -1.279 -0.562 -0.22 0.22 -0.15
H -2.774 0.253 0.258 0.13 -0.05 0.04
H 0.882 -0.566 1.257 0.16 0.25 0.02
H 1.294 1.166 1.288 0.13 0.05 -0.17
H 1.423 0.695 -1.458 0.07 -0.11 0.03
```
Forces are in eV/Å.

Largest force on an atom   0.62 eV Å⁻¹
E_HOMO   -0.3322 hartree
E   -322.4687 Ha
Energy above the lowest of the compared OMol25 structures with the same formula, charge and spin   66.3 kcal per mole
E_LUMO   0.92 eV

[6]
An isolated molecule of C3H5NO2 at a distorted geometry. Source: OMol25; level of theory: ωB97M-V/def2-TZVPD.

```
11
Properties=species:S:1:pos:R:3:forces:R:3
N 0.054 -0.855 -2.675 1.00 1.42 -0.32
C 0.449 -0.353 -1.710 -0.42 -0.54 -1.06
C 0.452 -0.379 -0.245 -0.72 -0.86 -0.05
O -0.483 -1.629 -0.361 0.21 0.79 0.83
C -0.135 0.901 0.406 -0.33 -0.48 -0.37
O 0.310 0.969 1.746 -0.21 -0.10 0.15
H 1.481 -0.502 0.160 -0.80 -0.65 -0.08
H -0.783 -2.334 0.247 1.11 1.23 0.96
H -1.217 0.791 0.316 -0.12 0.12 0.16
H 0.148 1.835 -0.124 0.13 -0.75 -0.11
H -0.276 1.557 2.240 0.17 -0.16 -0.12
```
Forces are in eV/Å.

Largest force on an atom   1.91 eV Å⁻¹
E_HOMO   -0.3996 hartree
E   -322.4479 Ha
Energy above the lowest of the compared OMol25 structures with the same formula, charge and spin   79.4 kcal per mole
SMILES   N#C[C@H](O)CO
E_LUMO   0.56 eV

[7]
An isolated molecule of C3H5NO2. Source: OMol25; level of theory: ωB97M-V/def2-TZVPD.

```
11
Properties=species:S:1:pos:R:3:forces:R:3
H 1.913 1.710 0.528 0.19 -0.16 0.00
N 1.139 1.098 0.299 0.34 -0.27 -0.02
C 1.493 -0.108 0.214 0.03 0.33 0.05
O 0.670 -1.147 -0.094 0.01 -0.03 -0.02
C -0.701 -1.045 -0.369 -0.30 -0.30 -0.23
C -1.359 0.251 -0.042 -0.09 0.01 -0.08
O -1.219 -1.987 -0.890 0.34 0.29 0.35
H 2.505 -0.502 0.350 -0.19 0.04 0.01
H -1.087 0.606 0.953 -0.14 -0.01 -0.26
H -0.920 0.935 -0.766 -0.25 0.35 0.18
H -2.435 0.190 -0.183 0.06 -0.24 0.01
```
Forces are in eV/Å.

Largest force on an atom   0.56 eV Å⁻¹
E_HOMO   -0.3931 hartree
E   -322.5377 Ha
Energy above the lowest of the compared OMol25 structures with the same formula, charge and spin   23.0 kcal per mole
SMILES   [H]/N=C/OC(C)=O
E_LUMO   0.82 eV

[8]
An isolated molecule of C3H5NO2 at a distorted geometry. Source: OMol25; level of theory: ωB97M-V/def2-TZVPD.

```
11
Properties=species:S:1:pos:R:3:forces:R:3
N 2.102 -2.127 0.028 -0.90 0.64 -0.16
C 1.159 -1.481 -0.144 0.80 -0.59 0.15
C -0.053 -0.657 -0.296 0.06 -0.09 0.27
O -0.209 -0.314 -1.648 -0.16 0.13 -0.08
C 0.052 0.595 0.570 0.29 -0.18 0.08
O -1.138 1.306 0.290 -0.12 0.23 0.19
H -0.907 -1.249 0.069 0.11 0.04 -0.09
H -0.875 0.392 -1.656 0.11 -0.12 -0.10
H 0.948 1.159 0.277 -0.17 -0.04 0.04
H 0.132 0.314 1.629 -0.04 0.03 -0.16
H -1.211 2.063 0.882 0.01 -0.06 -0.12
```
Forces are in eV/Å.

Largest force on an atom   1.12 eV Å⁻¹
E_HOMO   -0.4068 hartree
E   -322.5192 Ha
Energy above the lowest of the compared OMol25 structures with the same formula, charge and spin   34.6 kcal per mole
SMILES   N#C[C@H](O)CO
E_LUMO   0.41 eV

> The lowest E_HOMO belongs to which entry?

number 8

> What is the E in the fifth record?

-322.4687 Ha

Copy entry 5 word for word.
An isolated molecule of C3H5NO2. Source: OMol25; level of theory: ωB97M-V/def2-TZVPD.

```
11
Properties=species:S:1:pos:R:3:forces:R:3
N -2.204 -0.433 -0.229 0.07 -0.09 -0.25
C -0.892 -0.378 -0.352 -0.59 -0.01 0.20
O -0.424 0.717 0.295 -0.14 -0.54 -0.01
C 0.903 0.357 0.669 0.38 0.01 0.21
C 1.742 0.108 -0.572 0.38 -0.15 0.04
O 2.684 -0.642 -0.594 -0.36 0.40 0.03
H -2.634 -1.279 -0.562 -0.22 0.22 -0.15
H -2.774 0.253 0.258 0.13 -0.05 0.04
H 0.882 -0.566 1.257 0.16 0.25 0.02
H 1.294 1.166 1.288 0.13 0.05 -0.17
H 1.423 0.695 -1.458 0.07 -0.11 0.03
```
Forces are in eV/Å.

Largest force on an atom   0.62 eV Å⁻¹
E_HOMO   -0.3322 hartree
E   -322.4687 Ha
Energy above the lowest of the compared OMol25 structures with the same formula, charge and spin   66.3 kcal per mole
E_LUMO   0.92 eV